{"formula": "H4O2", "method": "the ωB97M-V functional and the def2-TZVPD basis", "orbital_gap_ev": 11.675, "smiles": "O.O", "total_energy_ha": -152.86378, "e_above_lowest_kcal_mol": 7.00, "molar_mass_da": 36.03, "species": ["H", "H", "H", "H", "O", "O"], "positions_angstrom": [[1.184490, -0.584761, 1.904917], [0.020090, -1.129673, 1.222258], [-1.335080, 0.980283, -0.599757], [0.178858, 0.484094, -0.907410], [0.776904, -0.495087, 1.021365], [-0.782949, 0.526345, -1.223867]], "forces_ev_per_a": [[0.41, 0.55, -0.63], [1.01, 1.21, -1.14], [0.18, 0.35, 0.68], [-2.44, 0.29, -0.16], [-1.34, -1.75, 1.79], [2.17, -0.66, -0.54]]}

***

{"formula": "H4O2", "method": "the ωB97M-V functional and the def2-TZVPD basis", "orbital_gap_ev": 11.416, "smiles": "O.O", "total_energy_ha": -152.86960, "e_above_lowest_kcal_mol": 3.35, "molar_mass_da": 36.03, "species": ["H", "H", "H", "H", "O", "O"], "positions_angstrom": [[0.334626, -0.674074, 1.565302], [1.249932, -1.084644, 0.396761], [-0.176198, 0.504740, -0.470291], [-1.327262, 0.527896, -1.561614], [0.906739, -0.283932, 0.845121], [-0.987837, 1.010014, -0.775279]], "forces_ev_per_a": [[0.82, 0.81, -1.12], [-0.11, 0.65, 0.34], [-1.34, 0.80, -0.31], [0.43, 0.50, 0.84], [-0.52, -1.59, 0.77], [0.72, -1.17, -0.53]]}

***

{"formula": "H4O2P2", "method": "the ωB97M-V functional and the def2-TZVPD basis", "orbital_gap_ev": [6.651, 6.652], "total_energy_ha": -835.50948, "e_above_lowest_kcal_mol": 59.19, "molar_mass_da": 97.98, "species": ["O", "O", "P", "P", "H", "H", "H", "H"], "positions_angstrom": [[-1.344294, -0.678075, 0.554261], [0.293839, 0.861940, -0.686131], [2.222496, 0.063568, 0.253021], [-0.859012, 0.985199, 0.329022], [-2.262380, -0.873708, 0.299752], [1.286808, -0.962691, 0.778394], [2.417960, -0.824937, -0.856308], [-1.755415, 1.428707, -0.672013]], "forces_ev_per_a": [[-0.31, 1.30, -0.41], [4.80, -1.34, -0.61], [-4.01, -0.28, -1.12], [-1.48, -1.01, 2.23], [0.52, 0.15, 0.00], [1.03, 0.87, -0.06], [0.01, 0.48, 0.10], [-0.56, -0.18, -0.13]]}

***

{"formula": "H4O2P3", "method": "the ωB97M-V functional and the def2-TZVPD basis", "orbital_gap_ev": 8.009, "charge": -1, "smiles": "O=P([O-])(P)P", "total_energy_ha": -1176.94893, "e_above_lowest_kcal_mol": 46.33, "molar_mass_da": 128.95, "species": ["O", "O", "P", "P", "P", "H", "H", "H", "H"], "positions_angstrom": [[-2.078240, 1.583257, 1.027770], [-1.153406, 1.288893, -1.744735], [-1.828787, -1.368246, 0.250510], [0.882191, 0.808294, 0.630150], [-1.268916, 0.764841, 0.110731], [-0.888047, -1.702777, -0.709226], [-0.905774, -1.544723, 1.287091], [1.156377, 0.217313, -0.584440], [0.889020, 2.070841, 0.068692]], "forces_ev_per_a": [[-0.55, 0.33, 0.87], [-0.58, -2.19, 6.35], [-0.58, 0.28, -0.03], [-0.24, -0.29, 0.98], [0.86, 2.02, -7.20], [0.41, -0.28, -0.49], [0.17, -0.21, 0.41], [0.32, -0.39, -0.67], [0.20, 0.74, -0.22]]}

***

{"formula": "H4O3P2", "method": "the ωB97M-V functional and the def2-TZVPD basis", "orbital_gap_ev": 10.635, "smiles": "O=[PH3].O=PO", "total_energy_ha": -910.83654, "e_above_lowest_kcal_mol": 15.82, "molar_mass_da": 113.98, "species": ["O", "O", "O", "P", "P", "H", "H", "H", "H"], "positions_angstrom": [[1.618288, -0.151194, 1.897486], [-0.547491, -1.218424, 1.506498], [-0.420475, 1.433205, 0.314617], [-0.401322, 0.289496, -0.618862], [0.083077, -0.251665, 2.410608], [2.261060, 0.542209, 2.344220], [-0.561804, 0.636465, -2.062693], [-1.453833, -0.593715, -0.199476], [0.683924, -0.548610, -0.876230]], "forces_ev_per_a": [[1.99, 1.86, 1.25], [0.01, -0.66, 0.57], [0.94, 0.78, 0.60], [-1.90, -0.77, -2.19], [0.47, 0.57, 0.12], [-2.23, -2.00, -1.17], [-0.24, -0.11, 1.51], [0.54, 0.33, -1.31], [0.42, 0.00, 0.63]]}

***

{"formula": "H4OP2S", "method": "the ωB97M-V functional and the def2-TZVPD basis", "orbital_gap_ev": 8.425, "smiles": "O[PH]#[PH]S", "total_energy_ha": -1158.49666, "e_above_lowest_kcal_mol": 23.40, "molar_mass_da": 114.05, "species": ["O", "P", "P", "S", "H", "H", "H", "H"], "positions_angstrom": [[1.701387, -0.272232, 0.065541], [-0.995830, 0.253704, -0.266343], [0.831494, 0.998115, 0.608768], [-1.093154, -1.855062, 0.359576], [2.541118, -0.557957, 0.228797], [-1.857131, 0.477883, 0.719772], [-2.292342, -1.957510, -0.248155], [0.992746, 1.802191, -0.515547]], "forces_ev_per_a": [[-3.39, 0.15, -1.45], [-0.32, -1.69, -2.06], [1.04, -0.17, 1.23], [0.30, 0.42, -0.32], [3.33, -0.48, 1.24], [-1.23, 1.19, 1.68], [0.19, -0.04, 0.08], [0.07, 0.62, -0.40]]}

***

{"formula": "H4OP2S", "method": "the ωB97M-V functional and the def2-TZVPD basis", "orbital_gap_ev": 7.071, "smiles": "POSP", "total_energy_ha": -1158.42416, "e_above_lowest_kcal_mol": 68.89, "molar_mass_da": 114.05, "species": ["O", "P", "P", "S", "H", "H", "H", "H"], "positions_angstrom": [[-1.073994, 0.766467, -0.076034], [-2.467537, 0.370949, 0.419863], [2.052148, 0.852268, 0.233186], [0.508981, -0.528070, 0.449073], [-2.586154, -0.975674, -0.025182], [-2.381536, 0.059305, 1.793307], [2.746562, 0.110091, -0.797150], [1.095535, 1.702647, -0.567480]], "forces_ev_per_a": [[4.71, -0.84, -0.13], [-2.77, -0.76, 0.30], [-0.21, 0.81, -0.73], [-2.58, 1.05, -0.26], [-0.19, 0.01, 0.18], [0.20, -0.09, 0.19], [-0.47, 0.71, -0.04], [1.31, -0.89, 0.49]]}

***

{"formula": "H4OP2S", "method": "the ωB97M-V functional and the def2-TZVPD basis", "orbital_gap_ev": [7.226, 7.150], "total_energy_ha": -1158.39516, "e_above_lowest_kcal_mol": 87.09, "molar_mass_da": 114.05, "species": ["O", "P", "P", "S", "H", "H", "H", "H"], "positions_angstrom": [[-1.491736, -0.940953, -1.814573], [-0.116165, -1.025515, 1.416894], [0.757891, 1.003075, -1.313616], [-1.206255, 0.124265, -0.880610], [-0.354386, -2.320355, 1.041071], [1.162375, -0.898760, 1.141375], [0.766369, 2.307729, -2.027957], [0.531923, 1.807664, -0.220653]], "forces_ev_per_a": [[-0.25, -1.10, -1.20], [-3.50, 2.13, 0.08], [1.23, 0.51, -0.50], [0.53, 0.54, 2.19], [0.18, -0.91, -0.70], [2.61, -0.13, -0.95], [-0.94, -1.19, -0.17], [0.15, 0.14, 1.25]]}